# 1
A cluster of 9 separate species, C58H138F12N6O6P3 in total, computed with ωB97M-V/def2-TZVPD.

Each line ends with the Mulliken charge.
Positions of all 223 atoms, in Å:
C 19.608 22.793 10.121  -1.259
C 21.087 23.015 10.056  0.010
C 21.681 22.172 8.843  -0.970
N 23.080 22.396 8.564  0.292
C 23.355 23.810 8.144  -0.895
C 23.423 21.512 7.351  -0.550
C 24.955 21.404 7.436  -0.728
C 25.125 21.238 8.963  -0.549
C 24.021 21.967 9.698  -0.519
H 19.328 21.719 10.144  0.259
H 19.089 23.236 9.284  0.390
H 19.193 23.290 11.016  0.301
H 21.544 22.572 10.988  0.276
H 21.318 24.068 9.946  0.299
H 21.249 22.562 7.930  0.346
H 21.519 21.083 9.046  0.410
H 22.606 23.976 7.332  0.355
H 24.371 23.906 7.696  0.381
H 23.297 24.600 8.875  0.305
H 23.182 21.929 6.371  0.356
H 22.934 20.599 7.536  0.461
H 25.448 22.175 6.881  0.371
H 25.372 20.486 6.953  0.367
H 26.067 21.678 9.322  0.302
H 25.145 20.187 9.240  0.378
H 24.393 22.853 10.219  0.278
H 23.535 21.290 10.390  0.332
C 16.753 26.429 21.176  -1.406
C 16.713 24.975 20.590  0.195
C 17.819 24.026 21.240  -0.866
N 18.726 23.327 20.205  0.297
C 17.889 22.445 19.380  -1.173
C 19.798 22.582 21.001  -0.494
C 20.812 23.619 21.349  -0.713
C 20.703 24.802 20.233  -0.813
C 19.580 24.208 19.382  -0.124
H 16.590 26.367 22.229  0.380
H 15.946 26.990 20.711  0.380
H 17.710 26.948 21.048  0.319
H 16.874 25.035 19.502  -0.236
H 15.676 24.610 20.731  0.400
H 17.441 23.229 21.840  0.440
H 18.515 24.636 21.792  0.540
H 17.412 22.882 18.532  0.404
H 17.120 22.080 20.051  0.348
H 18.509 21.671 18.925  0.296
H 20.148 21.779 20.345  0.348
H 19.342 22.139 21.829  0.447
H 21.794 23.223 21.438  0.485
H 20.574 24.115 22.306  0.331
H 21.670 24.828 19.719  0.348
H 20.427 25.699 20.720  0.323
H 19.978 23.552 18.615  0.124
H 18.966 24.930 18.848  0.419
C 11.470 19.203 13.439  -1.570
C 12.378 20.025 12.490  0.653
C 11.655 21.337 12.217  -0.662
N 12.460 22.329 11.383  0.758
C 13.562 22.945 12.183  -0.855
C 11.533 23.432 10.965  -0.632
C 12.204 23.993 9.662  -0.915
C 13.004 22.865 9.053  -0.478
C 12.888 21.745 10.070  -0.658
H 10.450 19.302 13.033  0.449
H 11.403 19.581 14.441  0.302
H 11.639 18.115 13.436  0.397
H 12.438 19.465 11.553  0.103
H 13.367 20.115 12.886  -0.065
H 11.252 21.900 13.096  -0.176
H 10.771 21.120 11.612  0.600
H 13.071 23.440 13.038  -0.013
H 14.037 23.652 11.487  0.594
H 14.364 22.272 12.500  0.118
H 11.350 24.181 11.700  0.398
H 10.594 23.008 10.710  0.614
H 12.824 24.833 10.046  0.282
H 11.439 24.373 9.028  0.476
H 14.066 23.199 8.881  0.311
H 12.507 22.486 8.143  0.351
H 13.805 21.223 10.329  0.078
H 12.222 20.941 9.799  0.509
C 13.440 17.720 17.344  -1.028
C 13.956 16.425 16.688  -0.785
C 14.861 16.905 15.509  -0.467
C 16.232 17.514 15.981  -0.813
P 17.505 17.475 14.653  0.595
C 17.792 15.809 14.057  -1.185
C 18.112 14.866 15.150  -0.835
C 18.350 13.505 14.593  -0.509
C 18.478 12.429 15.658  -1.288
C 17.285 18.640 13.224  -0.823
C 16.250 18.234 12.176  -0.322
C 16.470 19.079 10.912  -0.010
C 15.421 18.862 9.880  -1.402
C 19.139 17.945 15.398  -1.382
C 19.278 19.421 15.833  -0.293
C 20.565 19.640 16.564  -0.609
C 20.824 21.040 17.045  -1.130
H 12.765 17.520 18.152  0.433
H 12.885 18.240 16.539  0.153
H 14.256 18.317 17.656  0.317
H 13.288 15.715 16.202  0.424
H 14.497 15.842 17.408  0.382
H 14.281 17.526 14.864  0.208
H 15.212 15.986 15.014  0.325
H 16.684 16.795 16.719  0.577
H 16.088 18.533 16.362  0.764
H 18.565 15.959 13.335  0.712
H 16.866 15.482 13.595  0.734
H 17.434 14.939 15.972  0.509
H 19.019 15.143 15.644  0.268
H 19.247 13.481 13.964  0.360
H 17.517 13.266 13.876  0.377
H 18.587 11.466 15.153  0.389
H 17.644 12.515 16.408  0.316
H 19.403 12.572 16.224  0.328
H 18.266 18.861 12.797  0.729
H 16.964 19.564 13.699  0.113
H 15.231 18.324 12.576  0.056
H 16.369 17.150 11.920  0.255
H 17.471 18.825 10.555  0.462
H 16.355 20.140 11.269  0.038
H 14.452 18.869 10.383  0.151
H 15.537 17.940 9.304  0.450
H 15.347 19.650 9.145  0.409
H 19.961 17.737 14.722  0.504
H 19.250 17.259 16.254  0.616
H 18.489 19.704 16.543  0.126
H 19.140 20.101 15.004  0.318
H 21.427 19.387 15.964  0.403
H 20.555 18.994 17.455  0.337
H 20.759 21.797 16.244  0.295
H 21.790 21.190 17.484  0.534
H 20.229 21.350 17.899  -0.093
C 8.553 27.299 24.373  -0.684
O 9.231 27.248 23.044  -0.372
C 8.550 28.005 22.066  -0.510
C 7.904 27.035 21.004  -0.665
N 8.951 25.931 20.773  0.023
H 9.794 26.291 20.327  0.377
H 9.201 25.603 21.718  0.401
C 8.625 24.726 19.915  -0.802
C 9.431 24.808 18.619  -0.124
O 10.753 25.263 19.064  -0.504
C 11.872 24.515 18.521  -0.151
H 7.607 26.778 24.181  0.337
H 8.351 28.298 24.805  0.311
H 9.249 26.773 25.053  0.221
H 9.287 28.538 21.482  0.367
H 7.725 28.603 22.460  0.425
H 7.595 27.651 20.161  0.312
H 7.104 26.443 21.445  0.441
H 7.561 24.764 19.779  0.359
H 8.936 23.853 20.484  0.366
H 9.071 25.534 17.902  0.169
H 9.555 23.816 18.220  0.439
H 12.280 23.830 19.257  0.284
H 12.584 25.326 18.337  -0.139
H 11.559 24.092 17.547  0.086
C 12.485 27.282 16.111  -0.654
O 13.346 28.321 15.762  -0.282
C 13.573 29.376 16.689  -0.540
C 14.377 30.507 16.021  -0.522
N 13.493 31.141 14.961  -0.084
H 12.862 30.510 14.513  0.430
H 12.869 31.864 15.399  0.468
C 14.210 31.925 13.896  -0.557
C 13.329 33.095 13.452  -0.513
O 12.770 33.627 14.646  -0.466
C 11.876 34.779 14.420  -0.754
H 12.637 26.988 17.181  0.202
H 12.737 26.464 15.453  0.205
H 11.468 27.605 15.967  0.343
H 14.065 28.960 17.603  0.330
H 12.584 29.747 17.039  0.378
H 15.306 30.139 15.599  0.243
H 14.676 31.326 16.660  0.440
H 14.508 31.338 12.996  0.321
H 15.081 32.371 14.380  0.213
H 12.492 32.705 12.835  0.375
H 13.983 33.786 12.918  0.444
H 11.804 35.326 15.331  0.267
H 10.898 34.449 14.049  0.317
H 12.279 35.353 13.636  0.344
C 17.539 33.909 14.027  -0.753
O 18.104 32.600 14.077  -0.310
C 19.387 32.622 14.680  -0.462
C 20.314 31.780 13.824  -0.678
N 19.595 30.394 13.549  -0.086
H 18.596 30.597 13.367  0.386
H 20.069 29.964 12.759  0.385
C 19.767 29.513 14.717  -0.835
C 19.177 28.144 14.428  -0.608
O 17.815 28.306 14.157  -0.246
C 17.051 27.041 14.092  -0.444
H 16.611 33.852 13.513  0.056
H 18.201 34.645 13.553  0.440
H 17.312 34.275 15.005  0.410
H 19.343 32.184 15.679  0.310
H 19.892 33.630 14.724  0.451
H 21.274 31.631 14.270  0.426
H 20.421 32.272 12.850  0.370
H 19.290 29.908 15.588  0.372
H 20.805 29.426 15.020  0.425
H 19.327 27.521 15.283  0.403
H 19.626 27.651 13.585  0.441
H 15.999 27.266 13.932  0.310
H 17.304 26.310 14.867  -0.018
H 17.350 26.547 13.134  0.333
P 17.085 23.171 15.351  1.901
F 16.714 21.778 14.527  -0.557
F 18.264 22.453 16.136  -0.514
F 18.085 23.636 14.171  -0.403
F 17.333 24.583 16.166  -0.546
F 15.865 23.863 14.480  -0.413
F 16.060 22.772 16.535  -0.462
P 10.227 23.736 14.896  1.367
F 10.002 22.855 16.268  -0.376
F 9.857 22.372 14.053  -0.391
F 8.703 24.153 14.939  -0.408
F 10.439 24.553 13.498  -0.419
F 10.545 25.063 15.720  -0.360
F 11.795 23.269 14.952  -0.379

Output
total charge: +5

# 2
A structure of composition C58H141Br3N5O33P7, computed with ωB97M-V/def2-TZVPD.

Each line ends with the Löwdin spin population.
Positions of all 247 atoms, in Å:
C 1.849 4.246 5.511  0.000
O 1.531 4.336 6.693  0.000
N 2.456 3.112 5.066  0.000
C 2.892 2.892 3.691  0.000
C 2.820 2.041 6.010  0.000
H 1.670 5.025 4.753  0.000
H 2.363 2.059 3.228  0.000
H 3.955 2.664 3.613  0.000
H 2.902 3.751 3.020  0.000
H 2.299 2.104 6.965  0.000
H 2.420 1.135 5.557  0.000
H 3.886 1.914 6.198  0.000
C -0.180 -1.631 4.624  0.000
O 0.304 -1.584 5.797  0.000
N -1.202 -2.413 4.243  0.000
C -1.397 -2.768 2.849  0.000
C -1.806 -3.230 5.275  0.000
H 0.179 -1.135 3.709  0.000
H -2.178 -2.215 2.327  0.000
H -1.530 -3.849 2.811  0.000
H -0.480 -2.655 2.270  0.000
H -1.991 -4.238 4.905  0.000
H -1.415 -3.232 6.293  0.000
H -2.844 -2.923 5.402  0.000
C -4.077 5.701 2.665  0.000
O -5.146 6.090 3.152  0.000
N -2.939 6.482 2.704  0.000
C -1.686 5.865 2.153  0.000
C -2.779 7.683 3.453  0.000
H -3.944 4.808 2.033  0.000
H -0.919 6.015 2.913  0.000
H -1.561 6.362 1.191  0.000
H -1.582 4.800 1.944  0.000
H -2.143 7.566 4.331  0.000
H -2.357 8.481 2.843  0.000
H -3.740 8.137 3.696  0.000
C -6.656 1.292 5.848  0.000
O -5.963 0.332 6.174  0.000
N -6.460 2.193 4.881  0.000
C -7.632 2.976 4.388  0.000
C -5.111 2.319 4.273  0.000
H -7.403 1.694 6.549  0.000
H -7.439 4.042 4.504  0.000
H -8.638 2.663 4.667  0.000
H -7.651 2.938 3.299  0.000
H -4.434 1.500 4.518  0.000
H -5.121 2.467 3.193  0.000
H -4.542 3.195 4.584  0.000
C -2.417 3.796 -1.912  0.000
O -2.435 4.309 -0.803  0.000
N -1.785 4.332 -3.044  0.000
C -1.050 5.587 -3.035  0.000
C -1.661 3.615 -4.396  0.000
H -2.970 2.878 -2.165  0.000
H -1.720 6.251 -3.581  0.000
H -0.034 5.547 -3.429  0.000
H -1.029 5.937 -2.003  0.000
H -2.329 4.173 -5.053  0.000
H -0.639 3.780 -4.738  0.000
H -1.963 2.568 -4.360  0.000
C -4.175 -4.654 -5.302  0.263
Br -4.223 -5.009 -3.339  0.221
Br -2.607 -3.532 -5.696  0.154
Br -5.838 -3.711 -5.981  0.281
H -4.018 -5.556 -5.894  0.014
C 5.908 -3.687 -0.275  0.000
C 6.573 -2.418 0.206  0.000
O 7.147 -2.533 1.486  0.000
P 6.595 -1.610 2.614  0.000
O 6.422 -0.126 2.331  0.000
O 7.302 -1.882 4.064  0.000
C 7.970 -3.147 4.182  0.000
C 7.052 -4.389 4.116  0.000
O 5.107 -2.348 2.792  0.000
C 4.095 -1.553 3.368  0.000
C 4.279 -1.751 4.918  0.000
H 5.032 -3.924 0.329  0.000
H 5.629 -3.801 -1.322  0.000
H 6.547 -4.525 0.004  0.000
H 7.290 -2.056 -0.531  0.000
H 5.883 -1.577 0.141  0.000
H 8.816 -3.170 3.495  0.000
H 8.365 -3.006 5.188  0.000
H 7.475 -5.321 4.490  0.000
H 6.042 -4.235 4.497  0.000
H 6.970 -4.550 3.041  0.000
H 4.149 -0.549 2.949  0.000
H 3.130 -1.938 3.036  0.000
H 4.504 -2.756 5.276  0.000
H 5.076 -1.066 5.206  0.000
H 3.474 -1.374 5.549  0.000
C -4.213 -0.115 -4.585  0.002
C -4.767 -0.100 -5.959  0.001
O -3.694 -0.176 -6.868  0.000
P -3.864 0.240 -8.424  0.000
O -2.577 0.435 -9.206  0.000
O -4.842 -0.893 -9.050  0.001
C -4.241 -1.982 -9.631  0.000
C -5.053 -2.270 -10.882  0.000
O -4.793 1.606 -8.536  0.000
C -4.708 2.318 -9.783  0.000
C -3.500 3.298 -9.766  0.000
H -3.448 0.639 -4.398  0.000
H -4.976 0.141 -3.849  0.000
H -3.781 -1.085 -4.341  0.002
H -5.418 -0.955 -6.139  0.004
H -5.410 0.766 -6.113  0.000
H -3.195 -1.805 -9.881  0.000
H -4.397 -2.726 -8.849  0.000
H -6.115 -2.046 -10.987  0.000
H -4.657 -1.571 -11.619  0.000
H -4.775 -3.252 -11.265  0.000
H -4.640 1.626 -10.622  0.000
H -5.658 2.842 -9.882  0.000
H -2.651 3.021 -10.390  0.000
H -3.704 4.281 -10.192  0.000
H -3.136 3.378 -8.741  0.000
C 3.708 0.540 0.060  0.000
C 2.353 0.234 0.726  0.000
O 1.377 0.427 -0.213  0.000
P -0.168 0.044 -0.237  0.000
O -0.996 0.811 -1.283  0.000
O -0.157 -1.539 -0.390  0.000
C -0.326 -2.144 -1.700  0.000
C -1.728 -2.333 -2.119  0.001
O -0.600 0.175 1.339  0.000
C -0.765 1.538 1.791  0.000
C -1.596 1.544 3.040  0.000
H 3.713 0.446 -1.026  0.000
H 4.069 1.519 0.376  0.000
H 4.521 -0.100 0.403  0.000
H 2.304 -0.797 1.077  0.000
H 2.101 0.783 1.633  0.000
H 0.237 -1.491 -2.367  0.000
H 0.314 -3.027 -1.725  0.000
H -2.354 -1.442 -2.058  0.000
H -1.781 -2.570 -3.181  0.001
H -2.111 -3.132 -1.484  0.001
H 0.223 1.967 1.953  0.000
H -1.268 2.183 1.071  0.000
H -1.641 2.557 3.438  0.000
H -2.548 1.015 2.991  0.000
H -1.092 1.035 3.862  0.000
C 8.933 0.527 -2.139  0.000
C 7.999 1.412 -1.273  0.000
O 6.781 0.905 -1.607  0.000
P 5.784 1.798 -2.662  0.000
O 5.196 3.007 -2.088  0.000
O 4.761 0.609 -3.205  0.000
C 5.111 -0.584 -3.710  0.000
C 4.305 -1.653 -3.156  0.000
O 6.767 2.091 -3.902  0.000
C 6.538 3.248 -4.585  0.000
C 7.366 4.448 -3.970  0.000
H 9.000 -0.491 -1.754  0.000
H 8.581 0.346 -3.155  0.000
H 9.992 0.776 -2.064  0.000
H 8.159 1.284 -0.202  0.000
H 8.106 2.487 -1.417  0.000
H 5.094 -0.345 -4.773  0.000
H 6.172 -0.774 -3.553  0.000
H 4.408 -1.750 -2.075  0.000
H 3.217 -1.609 -3.183  0.000
H 4.704 -2.602 -3.515  0.000
H 6.787 2.988 -5.614  0.000
H 5.452 3.327 -4.642  0.000
H 8.411 4.245 -4.206  0.000
H 7.214 5.439 -4.398  0.000
H 7.184 4.635 -2.912  0.000
C -1.969 -6.208 -0.046  0.003
C -2.172 -6.897 -1.324  0.010
O -1.630 -5.986 -2.267  0.005
P -0.220 -6.285 -2.971  0.000
O 0.328 -5.138 -3.707  0.001
O -0.597 -7.616 -3.812  0.001
C -1.351 -7.394 -5.000  0.003
C -2.731 -8.197 -4.977  0.005
O 0.778 -6.806 -1.761  0.000
C 1.978 -7.521 -2.114  0.000
C 3.024 -6.985 -1.102  0.000
H -2.365 -5.196 -0.125  0.002
H -2.411 -6.716 0.811  0.000
H -0.965 -6.091 0.362  0.000
H -1.687 -7.873 -1.374  0.000
H -3.237 -6.916 -1.556  0.010
H -1.561 -6.325 -5.035  0.003
H -0.758 -7.621 -5.886  0.000
H -3.411 -7.807 -5.734  0.004
H -2.624 -9.270 -5.132  0.000
H -3.169 -8.026 -3.993  0.000
H 1.832 -8.593 -1.985  0.000
H 2.210 -7.227 -3.137  0.000
H 2.700 -7.441 -0.166  0.000
H 4.034 -7.270 -1.395  0.000
H 2.911 -5.908 -0.982  0.000
C -7.129 -4.491 6.905  0.000
C -6.687 -3.418 5.972  0.000
O -7.531 -3.583 4.811  0.000
P -6.861 -4.187 3.438  0.000
O -7.859 -4.542 2.421  0.000
O -5.911 -2.991 2.875  0.000
C -6.420 -1.683 2.995  0.000
C -5.468 -0.665 2.414  0.000
O -5.801 -5.358 4.003  0.000
C -5.333 -6.340 3.135  0.000
C -3.953 -6.917 3.449  0.000
H -6.976 -5.426 6.367  0.000
H -6.472 -4.605 7.767  0.000
H -8.128 -4.355 7.319  0.000
H -6.677 -2.374 6.284  0.000
H -5.691 -3.772 5.706  0.000
H -7.416 -1.513 2.586  0.000
H -6.261 -1.420 4.041  0.000
H -5.911 0.327 2.508  0.000
H -4.484 -0.675 2.883  0.000
H -5.234 -0.778 1.355  0.000
H -6.040 -7.154 3.298  0.000
H -5.214 -5.958 2.121  0.000
H -3.956 -6.847 4.537  0.000
H -3.744 -7.923 3.084  0.000
H -3.144 -6.230 3.202  0.000
C 1.727 10.294 1.918  0.000
C 2.954 9.313 2.017  0.000
O 2.799 8.164 1.355  0.000
P 2.246 6.884 2.229  0.000
O 1.594 7.132 3.513  0.000
O 1.341 5.990 1.314  0.000
C 1.721 5.405 0.063  0.000
C 1.908 3.884 0.003  0.000
O 3.649 6.006 2.282  0.000
C 4.599 6.250 3.260  0.000
C 6.021 6.016 2.719  0.000
H 1.080 10.304 2.795  0.000
H 2.009 11.336 1.773  0.000
H 1.052 9.910 1.153  0.000
H 3.865 9.754 1.610  0.000
H 3.257 9.196 3.057  0.000
H 1.055 5.785 -0.712  0.000
H 2.672 5.784 -0.311  0.000
H 1.080 3.199 0.190  0.000
H 2.128 3.559 -1.013  0.000
H 2.683 3.492 0.661  0.000
H 4.558 7.221 3.754  0.000
H 4.276 5.768 4.183  0.000
H 6.025 6.668 1.846  0.000
H 6.806 6.253 3.437  0.000
H 6.145 4.986 2.386  0.000

Output
spin multiplicity: 2
⟨S²⟩: 0.75
total charge: -1

Number 1: total energy -5293.805882 hartree. Number 2: total energy -15163.231869 hartree.